C2H2Cl3NO | ωB97M-V with the def2-TZVPD basis set

The geometry in XYZ format:
```
9
Properties=species:S:1:pos:R:3:forces:R:3
C -0.21696 0.06874 1.25433 -0.2 0.0 0.0
C -1.31535 0.75735 1.50137 0.1 -0.1 0.0
N 1.65882 -0.77163 -2.28787 1.4 -0.8 1.6
O 2.56633 -1.49035 -2.15810 -1.2 0.9 -0.5
Cl -2.82079 0.02073 1.90299 0.0 0.0 0.0
Cl -1.37152 2.47686 1.44633 0.0 0.1 0.0
Cl 1.02160 -0.61904 -3.94844 -0.2 0.0 -1.1
H -0.22321 -1.00452 1.29582 -0.1 -0.2 0.0
H 0.70109 0.56187 0.99355 0.1 0.2 0.0
```
Forces are in eV/Å.

- Total energy: -43208.003 eV
- Orbital gap: 8.7 eV
- F_max: 2.3 eV/A
- Charge: 0
- Energy relative to the best compared isomer or geometry (same formula, charge and spin): 285.1 kJ/mol